Formula: C14H56N28O14
Source: OMol25
Level of theory: ωB97M-V with the def2-TZVPD basis set

Results
Charge ... 0
Relative energy (zero: lowest compared OMol25 entry of this formula, charge and spin) ... 1103.1 kJ/mol
Max |F| ... 0.201 hartree/bohr
HOMO ... -8.52 eV
2S+1 ... 1

Last column: Mulliken charge in e.
Atoms and positions in Å:
O (9.671, -21.822, -15.838)  -0.861
O (9.407, -20.397, -19.233)  -0.307
O (9.452, -15.501, -20.453)  -0.653
O (12.466, -18.192, -17.507)  -0.058
O (11.392, -19.141, -22.565)  -0.751
O (16.472, -18.239, -14.533)  -0.766
O (13.118, -20.869, -11.433)  -0.732
O (13.382, -16.679, -14.473)  -0.323
O (5.298, -19.921, -17.037)  -0.811
O (9.826, -15.498, -13.741)  -0.686
O (14.124, -20.899, -17.788)  -0.876
O (7.762, -17.298, -17.119)  -0.737
O (12.881, -13.563, -19.199)  -0.698
O (5.314, -18.543, -20.984)  -0.782
N (11.143, -15.663, -11.996)  -0.215
N (7.209, -18.320, -19.915)  0.379
N (10.545, -17.062, -22.596)  -0.283
N (11.877, -21.812, -15.183)  -0.248
N (16.375, -20.112, -15.727)  -0.326
N (14.934, -18.631, -15.869)  0.169
N (6.848, -15.447, -17.798)  -0.246
N (13.616, -14.527, -14.198)  -0.309
N (14.310, -19.003, -11.611)  -0.225
N (15.015, -15.772, -13.173)  -0.434
N (10.230, -18.222, -17.540)  1.768
N (15.015, -20.858, -19.758)  -0.407
N (13.493, -14.816, -17.387)  -0.079
N (7.008, -17.858, -22.080)  -0.317
N (14.199, -19.110, -19.158)  -0.186
N (9.031, -15.854, -11.714)  -0.524
N (8.099, -21.720, -20.400)  -0.558
N (11.106, -17.926, -20.856)  0.154
N (9.005, -22.492, -18.784)  -0.321
N (9.160, -13.352, -20.420)  -0.432
N (6.018, -21.779, -15.949)  -0.401
N (14.810, -14.816, -19.061)  -0.414
N (7.385, -20.329, -16.295)  -0.026
N (11.233, -17.025, -16.065)  1.048
N (12.564, -19.422, -13.001)  -0.133
N (5.506, -16.946, -17.164)  -0.347
N (9.607, -14.454, -18.563)  -0.369
N (11.377, -21.086, -17.162)  -0.076
C (13.372, -19.816, -11.976)  0.532
C (13.958, -15.741, -13.944)  0.043
C (11.110, -18.073, -22.095)  0.633
C (8.914, -21.443, -19.428)  0.714
C (6.471, -18.202, -21.010)  0.690
C (10.036, -15.666, -12.570)  0.623
C (13.661, -14.323, -18.599)  0.682
C (10.874, -21.557, -15.993)  0.451
C (15.997, -18.945, -15.355)  0.718
C (6.779, -16.629, -17.194)  0.238
C (14.343, -20.296, -18.856)  0.555
C (6.156, -20.676, -16.549)  0.542
C (9.415, -14.468, -19.823)  0.523
C (11.373, -17.826, -17.107)  -0.375
H (12.826, -21.893, -15.517)  0.127
H (14.098, -15.600, -17.186)  -0.020
H (9.164, -13.502, -21.419)  0.273
H (15.014, -14.488, -19.995)  0.238
H (10.802, -20.960, -17.983)  0.025
H (15.379, -16.713, -13.136)  0.084
H (6.824, -22.348, -15.732)  0.183
H (14.416, -19.180, -16.541)  0.213
H (7.709, -19.411, -16.563)  -0.249
H (15.841, -20.646, -16.397)  0.228
H (9.350, -17.892, -17.169)  0.085
H (7.544, -20.888, -20.540)  0.152
H (11.906, -20.154, -13.227)  0.093
H (15.246, -21.815, -19.535)  0.291
H (9.987, -13.580, -18.230)  0.191
H (12.309, -20.716, -17.280)  0.024
H (10.374, -17.039, -23.592)  0.197
H (7.985, -22.638, -20.806)  0.145
H (14.457, -17.930, -15.320)  -0.438
H (5.435, -17.927, -16.934)  0.211
H (14.437, -18.134, -12.110)  0.186
H (14.455, -18.518, -19.935)  0.266
H (10.149, -16.290, -22.079)  0.292
H (5.992, -14.934, -17.646)  0.147
H (13.514, -18.750, -18.508)  0.270
H (15.514, -20.379, -20.494)  0.172
H (7.700, -14.992, -18.092)  0.203
H (9.406, -16.329, -10.906)  0.180
H (6.328, -17.800, -22.824)  0.221
H (5.152, -22.283, -16.070)  0.268
H (10.385, -16.865, -15.540)  -0.016
H (10.814, -17.062, -20.423)  0.253
H (4.898, -16.244, -16.767)  0.253
H (12.751, -14.362, -14.692)  0.259
H (10.247, -18.723, -18.417)  -0.940
H (8.189, -16.057, -12.234)  0.292
H (17.315, -20.370, -15.465)  0.219
H (9.502, -12.464, -20.082)  0.214
H (12.063, -16.874, -15.509)  -0.516
H (11.504, -22.373, -14.431)  0.303
H (8.171, -18.013, -19.932)  -0.314
H (15.404, -15.276, -18.386)  0.195
H (15.658, -14.993, -13.152)  0.208
H (14.182, -13.870, -13.680)  0.141
H (10.077, -15.266, -18.189)  -0.069
H (11.370, -18.739, -20.318)  -0.343
H (11.164, -15.813, -10.997)  0.169
H (12.618, -18.462, -13.311)  0.061
H (8.446, -23.272, -19.099)  0.159
H (6.718, -18.707, -19.121)  -0.072
H (9.537, -22.426, -17.928)  -0.028
H (12.673, -14.752, -16.801)  0.015
H (11.872, -15.122, -12.439)  0.218
H (14.800, -19.171, -10.744)  0.207
H (8.106, -20.985, -16.031)  0.507
H (8.006, -17.851, -22.237)  0.198